Formula: C10H11NS
Source: OMol25
Level of theory: ωB97M-V/def2-TZVPD

Its structure (SMILES) is Cc1ccc2c(c1)S[C@H]1[C@H](C)N21. The calculation puts the frontier orbital gap at 8.690 eV. As for the LUMO energy: 0.890 eV. Its total charge is 0.

Each line ends with the Löwdin charge.
Atoms and positions in Å:
C1 -4.03036 -0.47758 -0.05335  -0.051
C2 -2.51909 -0.28636 0.10853  -0.274
C3 -2.00951 0.93406 0.52937  -0.089
C4 -0.69723 1.16243 0.71322  -0.035
C5 0.22249 0.13436 0.48101  -0.257
C6 -0.20896 -1.12516 0.09801  -0.563
C7 -1.60101 -1.32874 -0.11277  -0.037
S1 1.01219 -2.26222 -0.18622  0.950
C8 2.40497 -0.90066 0.31812  -0.352
C9 2.55192 0.24010 -0.56293  -0.340
C10 3.76681 1.10303 -0.51539  -0.056
N1 1.65705 0.31361 0.63646  0.004
H1 -4.22763 -1.61149 -0.30015  0.108
H2 -4.53306 -0.46467 0.90418  0.071
H3 -4.38754 0.06482 -0.89137  0.059
H4 -2.82481 1.77252 0.60593  0.150
H5 -0.21339 2.13333 0.79324  0.119
H6 -1.85249 -2.27475 -0.42343  0.074
H7 3.14092 -1.12554 1.10143  0.119
H8 2.12946 0.09380 -1.67057  0.187
H9 3.48576 1.97008 0.00999  0.067
H10 4.12111 1.35167 -1.49746  0.069
H11 4.61241 0.58334 -0.08584  0.079

---

Formula: C10H11P
Source: OMol25
Level of theory: ωB97M-V/def2-TZVPD

The calculation puts the frontier orbital gap (alpha / beta) at 6.485 / 7.318 eV. As for the LUMO energy (alpha / beta): -0.362 / -0.261 eV. Its total charge is 0.

Each line ends with the Löwdin charge.
Atoms and positions in Å:
C1 3.11050 -1.31073 -0.04436  -0.208
C2 1.78776 -1.51469 -0.35808  -0.074
C3 -0.68238 1.11468 -1.82189  -0.088
C4 0.36640 0.17865 -1.69984  -0.042
C5 -1.21309 1.59243 -0.64728  -0.057
C6 3.71208 0.01371 0.09874  -0.572
C7 0.72874 -0.45452 -0.45527  -0.303
C8 -0.97349 0.89671 0.65364  -0.337
C9 0.09812 -0.08346 0.68955  -0.093
C10 -2.30798 0.01830 0.94571  -0.034
P1 2.97100 1.51254 0.47375  0.806
H1 3.68916 -2.22232 0.21446  0.101
H2 1.50456 -2.54954 -0.62839  0.111
H3 -0.84149 1.58297 -2.79542  0.105
H4 0.97646 -0.10976 -2.48171  0.079
H5 -1.95860 2.44515 -0.68050  0.127
H6 4.80071 -0.04006 0.19949  0.018
H7 -0.83937 1.59252 1.40685  0.107
H8 0.27828 -0.60697 1.69877  0.157
H9 -3.28228 0.44128 1.06876  0.060
H10 -2.17078 -0.54781 1.88499  0.073
H11 -2.37833 -0.77977 0.24548  0.066

---

Formula: C10H12BrNPV
Source: OMol25
Level of theory: ωB97M-V/def2-TZVPD

The calculation puts the frontier orbital gap (alpha / beta) at 7.323 / 7.258 eV. The expectation value of S² is 0.8106. As for the LUMO energy (alpha / beta): -4.143 / -4.076 eV. Its total charge is +1. Its spin multiplicity is 2.

Each line ends with the Löwdin charge.
Atoms and positions in Å:
C1 1.19671 -0.35182 -0.95964  -0.152
C2 0.47520 -0.10229 -2.17149  -0.264
C3 -0.37611 -1.12518 -2.68537  -0.115
C4 -0.53852 -2.26465 -1.88043  -0.163
C5 -0.04638 -2.19784 -0.56997  -0.109
V1 -0.51210 -0.40241 -0.27118  0.585
P1 -0.41763 2.13714 0.31256  0.775
H1 2.15720 0.12375 -0.70908  0.095
H2 0.61348 0.82132 -2.73492  0.113
H3 -0.80516 -1.07524 -3.68763  0.122
H4 -0.03543 -3.04924 0.09150  0.080
H5 -1.03176 -3.15993 -2.25247  0.120
H6 -1.43530 2.69062 1.17703  -0.091
H7 -0.35576 3.24754 -0.57465  -0.091
H8 0.76304 2.47709 1.02504  -0.080
Br1 3.02198 -2.97302 3.29918  0.806
C6 1.51970 -1.81861 3.09910  -0.627
C7 0.63153 -1.58240 4.14385  -0.060
C8 -0.48776 -0.78660 3.88235  -0.022
C9 -0.75182 -0.36796 2.57914  -0.105
N1 0.12816 -0.63022 1.55841  -0.129
C10 1.33133 -1.22741 1.85290  -0.139
H9 0.81503 -2.00065 5.12186  0.120
H10 -1.16972 -0.48196 4.67938  0.126
H11 -1.65632 0.20338 2.32626  0.111
H12 2.03922 -1.26415 1.04333  0.095

---

Formula: C10H12BrNPZn
Source: OMol25
Level of theory: ωB97M-V/def2-TZVPD

The calculation puts the frontier orbital gap (alpha / beta) at 4.240 / 4.516 eV. As for the LUMO energy (alpha / beta): 2.066 / 2.286 eV. Its total charge is -1.

Each line ends with the Löwdin charge.
Atoms and positions in Å:
C1 -1.68018 1.21013 0.40887  -0.245
C2 -1.33661 2.55900 0.73586  -0.225
C3 -0.62095 2.53768 1.96215  -0.218
C4 -0.67537 1.21725 2.50064  -0.211
C5 -1.25114 0.37420 1.50424  -0.236
Zn1 0.56602 -1.00894 -1.55580  0.508
P1 -0.76818 -1.03957 -3.32193  0.494
H1 -2.20309 0.86251 -0.47683  0.029
H2 -1.59973 3.44341 0.16370  0.049
H3 -0.15935 3.39679 2.44500  0.054
H4 -1.35522 -0.71402 1.54326  0.047
H5 -0.31721 0.90384 3.47802  0.054
H6 0.01117 -0.70527 -4.48426  -0.123
H7 -1.94071 -0.21663 -3.46964  -0.164
H8 -1.24243 -2.34793 -3.65951  -0.122
Br1 4.96788 1.44076 0.66629  0.678
C6 4.01622 -0.17032 0.39439  -0.721
C7 4.66308 -1.41121 0.42572  -0.198
C8 3.89505 -2.57145 0.27105  -0.121
C9 2.56386 -2.46161 -0.12801  -0.223
N1 1.98174 -1.23775 -0.24298  -0.201
C10 2.64018 -0.10868 0.15252  -0.236
H9 5.73431 -1.44461 0.60829  0.075
H10 4.31610 -3.56781 0.41749  0.090
H11 1.95514 -3.32594 -0.39919  0.073
H12 2.09118 0.82324 0.19936  0.092

---

Formula: C10H12ClNS
Source: OMol25
Level of theory: ωB97M-V/def2-TZVPD

Its structure (SMILES) is CS[C@H](C)C1=CC#C[C@@](C)(Cl)N=C1. The calculation puts the frontier orbital gap at 7.847 eV. As for the LUMO energy: -0.682 eV. Its total charge is 0.

Each line ends with the Löwdin charge.
Atoms and positions in Å:
C1 1.42058 1.35110 2.62160  -0.351
S1 0.49747 2.51397 1.43381  0.806
C2 0.82916 1.81822 -0.28847  -0.518
C3 0.41658 3.09820 -1.21148  -0.118
C4 -0.07463 0.60431 -0.48340  -0.279
C5 -1.33004 0.84301 -0.87488  -0.033
C6 -2.06083 -0.35338 -0.83444  -0.079
C7 -2.19669 -1.56210 -0.71377  0.049
C8 -0.76299 -2.70239 -0.72431  -0.833
C9 -0.95828 -3.95983 0.12911  -0.098
Cl1 -0.73407 -3.07249 -2.40085  0.733
N1 0.36764 -1.88458 -0.35877  0.069
C10 0.55068 -0.64742 -0.44290  -0.142
H1 2.50958 1.27223 2.67269  0.040
H2 0.78169 0.52484 2.58294  -0.019
H3 1.00424 1.84708 3.59705  0.054
H4 1.88739 1.56337 -0.15706  0.087
H5 -0.52741 3.53827 -0.76636  0.067
H6 0.25806 2.88245 -2.25606  0.067
H7 1.22765 3.82102 -1.09226  0.063
H8 -1.75750 1.80434 -0.95521  0.100
H9 -1.22231 -3.76018 1.19835  0.105
H10 -0.10204 -4.65181 0.11692  0.090
H11 -1.66046 -4.43015 -0.42805  0.015
H12 1.63654 -0.45809 -0.36420  0.126

---

Formula: C10H12F5O7PSSi
Source: OMol25
Level of theory: ωB97M-V/def2-TZVPD

Its structure (SMILES) is O=P(O)(O)[SiH2]C(F)(F)c1cccc(C(F)(F)F)c1.O=S1(=O)OCCO1. The calculation puts the frontier orbital gap at 8.534 eV. As for the LUMO energy: -0.894 eV. Its total charge is 0.

Each line ends with the Löwdin charge.
Atoms and positions in Å:
O1 -2.84830 -2.17514 2.43184  -0.406
P1 -2.38461 -2.29745 0.91846  0.550
O2 -2.06088 -3.99744 0.53356  -0.248
O3 -0.86136 -1.45919 0.78543  -0.263
Si1 -3.93959 -1.63206 -0.48186  0.695
C1 -4.02626 0.27243 -0.76291  -0.443
F1 -4.72281 0.94134 0.39533  -0.085
F2 -4.87703 0.52685 -1.94921  -0.068
C2 -2.52787 0.92807 -0.97198  -0.101
C3 -2.19871 2.34049 -0.15325  0.024
C4 -0.70724 3.03515 -0.27346  -0.014
C5 0.38962 2.23275 -1.22834  0.010
C6 0.05961 0.85011 -2.05683  -0.033
C7 1.19654 0.07182 -2.99906  -0.196
F3 1.36904 0.82268 -4.26458  0.021
F4 0.82472 -1.36196 -3.22887  -0.003
F5 2.44816 0.02816 -2.15429  -0.012
C8 -1.42656 0.16430 -1.93730  0.045
H1 -1.39846 -3.94289 -0.22710  0.077
H2 -0.96492 -0.46113 0.87519  0.070
H3 -5.24142 -2.13077 0.03169  -0.018
H4 -3.72183 -2.27046 -1.80169  -0.032
H5 -2.99098 2.89365 0.53262  0.110
H6 -0.42184 4.01866 0.29503  0.098
H7 1.46287 2.70401 -1.30045  0.108
H8 -1.61138 -0.83065 -2.52720  0.105
O4 1.76530 0.74625 0.52777  -0.261
S1 3.07151 1.09304 1.04223  0.677
O5 3.73457 2.33821 0.73189  -0.232
O6 4.09120 -0.13493 0.71024  -0.191
C9 4.64452 -0.63561 1.92611  -0.170
C10 3.59217 -0.36035 2.99687  -0.172
O7 3.04436 0.91295 2.66312  -0.189
H9 5.56883 -0.08601 2.13143  0.133
H10 4.86911 -1.70146 1.83239  0.138
H11 4.01629 -0.34576 4.00369  0.138
H12 2.78361 -1.09769 2.95350  0.135

---

Question: The highest total charge belongs to which entry?
Answer: C10H12BrNPV

---

Question: Which value of total charge does entry 6 give?
Answer: 0